Entry 1:
The ion C6H12N6 with charge +2. Source: the Open Molecules 2025 dataset; level of theory: wB97M-V/def2-TZVPD.

```
24
Properties=species:S:1:pos:R:3:forces:R:3
N -1.40721 -3.23934 1.91146 -0.472 -0.729 -0.119
N 2.26021 0.43080 1.27508 -0.022 -0.010 0.007
N -0.66581 1.03202 -2.55083 -0.239 0.285 -0.127
N 0.02786 -0.09930 0.76709 0.332 0.224 -0.721
N -1.69354 -0.97145 -0.74294 -0.199 0.311 -0.352
N -0.01971 0.48948 -1.41235 0.273 -0.490 0.338
C 1.19677 0.44746 0.51348 -0.172 -0.049 -0.040
C -1.20100 -2.16447 1.31569 0.714 0.753 0.293
C -1.80733 -2.00100 -0.01690 -0.196 -0.121 -0.210
C 1.14204 1.13875 -0.82990 0.378 0.550 -0.347
C -0.92718 0.13577 -0.31973 -0.578 0.130 -0.002
C -0.40179 -0.95674 1.84927 -0.487 -0.522 0.763
H 0.45482 -1.30820 2.42815 -0.076 0.043 -0.096
H -2.39799 -2.82938 -0.38618 -0.033 -0.171 0.009
H -1.06830 -0.39600 2.51883 0.210 0.019 -0.046
H -1.47659 0.40078 -2.73593 0.265 0.177 0.060
H -0.04093 0.97969 -3.37712 -0.235 -0.018 0.360
H 2.27213 -0.00720 2.18744 -0.043 0.047 -0.039
H -1.61321 0.96386 -0.03970 0.202 -0.200 -0.034
H -1.02555 -3.40321 2.83715 0.233 0.279 0.136
H 3.12329 0.87009 0.98199 -0.062 -0.028 -0.047
H 1.02682 2.22575 -0.68687 0.059 -0.096 0.079
H 2.03914 0.94644 -1.42509 -0.022 0.056 0.129
H -1.01811 2.01239 -2.45931 0.170 -0.442 0.006
```
Positions in Å, forces in eV/Å.

Output
Highest occupied orbital energy ... -16.86 eV
DFT total energy ... -563.70562 Ha
ΔE to the lowest compared entry with this formula, charge and spin ... 0.00 kJ/mol
Total charge ... +2

For each atom in turn, the natural (NBO) charge in e is: atom 1 (N): -0.454, atom 2 (N): -0.691, atom 3 (N): -0.514, atom 4 (N): -0.337, atom 5 (N): -0.439, atom 6 (N): -0.246, atom 7 (C): 0.573, atom 8 (C): 0.172, atom 9 (C): 0.161, atom 10 (C): -0.300, atom 11 (C): 0.231, atom 12 (C): -0.304, atom 13 (H): 0.247, atom 14 (H): 0.252, atom 15 (H): 0.264, atom 16 (H): 0.487, atom 17 (H): 0.468, atom 18 (H): 0.445, atom 19 (H): 0.206, atom 20 (H): 0.380, atom 21 (H): 0.453, atom 22 (H): 0.244, atom 23 (H): 0.268, atom 24 (H): 0.435

Entry 2:
A structure of composition C31H29Cl2N2O4PSn. Source: the Open Molecules 2025 dataset; level of theory: wB97M-V/def2-TZVPD.

```
70
Properties=species:S:1:pos:R:3:forces:R:3
Sn 0.38143 -0.11334 -1.48903 0.019 -0.049 -0.056
Cl -5.14280 0.84559 1.02617 -0.001 -0.004 -0.008
Cl -3.05969 0.25071 -0.93701 0.020 -0.017 -0.053
P -0.04988 0.31441 2.83478 -0.021 -0.005 -0.054
O -0.29387 0.66597 1.28725 -0.011 0.033 0.015
O 6.49086 2.05188 1.33520 0.008 0.023 0.005
O 1.98194 5.67572 2.07959 0.022 -0.003 0.004
O -0.05130 -0.53486 0.51002 0.020 -0.026 -0.014
N 2.54430 0.21056 -0.91319 0.009 0.031 0.061
N 0.61518 2.04056 -0.91186 -0.011 0.038 0.009
C -1.00603 -1.51976 4.61683 -0.007 -0.010 -0.011
C 6.50033 0.90802 0.51202 0.005 -0.001 -0.008
C -0.47650 1.87285 3.58208 0.016 -0.021 0.041
C 1.74455 2.37336 -0.26255 0.035 -0.063 -0.011
C 0.17739 2.32723 4.72674 0.012 -0.008 -0.006
C 0.80180 5.67323 1.31293 -0.018 0.001 -0.002
C 2.85704 1.39169 -0.35376 -0.032 0.014 -0.021
C 5.10950 0.66896 -0.00026 0.004 -0.021 -0.003
C 4.13403 1.65374 0.10111 -0.005 -0.019 -0.014
C 2.62657 0.87808 3.11929 -0.018 0.016 0.020
C -0.40070 4.06556 -0.19691 0.008 0.001 0.004
C -1.93566 -2.43446 5.07799 -0.012 0.002 -0.009
C 3.48130 -0.73632 -1.02956 0.007 0.016 -0.008
C 1.64937 -0.12204 3.11193 0.020 -0.003 -0.029
C -1.15349 -0.97517 3.33810 0.022 0.006 0.079
C 2.01740 -1.46314 3.23201 -0.030 -0.004 0.006
C -1.56997 2.57528 3.06707 -0.014 -0.006 -0.018
C -3.00888 -2.79607 4.27183 0.002 -0.003 0.008
C -1.31606 4.20629 4.81470 0.010 0.000 0.009
C 4.77031 -0.54718 -0.58217 -0.011 0.004 0.006
C -4.81676 0.41978 -0.64936 -0.011 0.029 0.051
C -0.24327 3.49856 5.33725 -0.006 0.004 -0.002
C 3.95910 0.53816 3.27833 -0.003 0.000 0.038
C -2.23328 -1.32905 2.53243 -0.029 0.008 -0.032
C 4.31728 -0.79731 3.42403 -0.004 0.006 -0.009
C 3.35290 -1.79589 3.39222 0.013 0.010 -0.010
C 0.74654 4.40602 0.51193 -0.010 -0.008 -0.007
C -0.43106 2.87523 -0.88754 0.023 0.013 -0.004
C -3.15878 -2.24510 3.00710 0.013 0.014 -0.003
C 1.83755 3.54514 0.46120 -0.026 0.027 -0.019
C -1.98090 3.74406 3.68479 -0.013 0.004 -0.013
H 3.63963 -2.83288 3.50094 -0.002 -0.006 0.003
H -1.31571 2.56210 -1.42730 -0.008 -0.006 0.003
H 0.76104 6.52069 0.61848 0.002 -0.007 0.008
H 2.11539 6.54669 2.46656 -0.002 0.002 0.000
H 2.34462 1.91929 3.01201 -0.005 0.005 0.014
H 2.73462 3.80613 1.00102 0.007 0.002 -0.001
H -2.34497 -0.89931 1.54592 0.002 -0.009 0.026
H 6.83052 0.01838 1.06028 -0.002 0.001 -0.008
H 5.49438 -1.34460 -0.68246 0.006 -0.002 -0.004
H -0.09248 5.71813 1.94574 -0.004 0.006 0.002
H -1.64879 5.11348 5.30125 -0.004 0.005 0.002
H -2.10585 2.19990 2.20364 -0.006 0.000 -0.010
H 0.26033 3.85180 6.22634 0.004 0.001 0.006
H -3.73492 -3.51026 4.63629 -0.002 -0.003 0.002
H 7.39404 2.34598 1.49175 0.003 -0.002 0.000
H 4.71623 1.31212 3.29455 -0.001 -0.022 -0.009
H 3.17921 -1.66907 -1.49034 -0.004 0.005 0.005
H 7.16728 1.02947 -0.34905 0.003 0.004 0.006
H 5.35669 -1.06204 3.57026 0.006 0.003 0.005
H -1.82838 -2.86187 6.06525 0.003 -0.002 0.002
H 1.26433 -2.23960 3.20460 -0.002 -0.004 0.006
H -1.27013 4.70957 -0.20229 -0.004 -0.001 0.007
H -4.00021 -2.52664 2.38858 0.003 -0.006 0.002
H 4.39321 2.60354 0.54288 -0.003 0.000 0.001
H -0.17602 -1.23126 5.25142 0.005 0.001 0.002
H -5.26819 -0.53904 -0.87216 -0.012 0.015 0.002
H -5.18494 1.20372 -1.29924 0.002 -0.009 0.005
H 1.00507 1.77139 5.14809 0.010 -0.002 -0.001
H -2.83675 4.28372 3.30061 0.009 -0.001 -0.007
```
Positions in Å, forces in eV/Å.

Output
Highest occupied orbital energy ... -14.34 eV
DFT total energy ... -3084.72108 Ha
ΔE to the lowest compared entry with this formula, charge and spin ... 0.00 kJ/mol
Total charge ... +2

For each atom in turn, the natural (NBO) charge in e is: atom 1 (Sn): 1.448, atom 2 (Cl): 0.003, atom 3 (Cl): -0.083, atom 4 (P): 1.935, atom 5 (O): -0.583, atom 6 (O): -0.723, atom 7 (O): -0.719, atom 8 (O): -0.645, atom 9 (N): -0.577, atom 10 (N): -0.607, atom 11 (C): -0.190, atom 12 (C): -0.104, atom 13 (C): -0.471, atom 14 (C): 0.282, atom 15 (C): -0.117, atom 16 (C): -0.103, atom 17 (C): 0.173, atom 18 (C): 0.083, atom 19 (C): -0.219, atom 20 (C): -0.200, atom 21 (C): -0.230, atom 22 (C): -0.200, atom 23 (C): 0.080, atom 24 (C): -0.473, atom 25 (C): -0.406, atom 26 (C): -0.152, atom 27 (C): -0.178, atom 28 (C): -0.154, atom 29 (C): -0.162, atom 30 (C): -0.223, atom 31 (C): -0.375, atom 32 (C): -0.215, atom 33 (C): -0.155, atom 34 (C): -0.189, atom 35 (C): -0.180, atom 36 (C): -0.204, atom 37 (C): 0.089, atom 38 (C): 0.085, atom 39 (C): -0.189, atom 40 (C): -0.251, atom 41 (C): -0.200, atom 42 (H): 0.240, atom 43 (H): 0.231, atom 44 (H): 0.210, atom 45 (H): 0.498, atom 46 (H): 0.229, atom 47 (H): 0.263, atom 48 (H): 0.239, atom 49 (H): 0.195, atom 50 (H): 0.250, atom 51 (H): 0.198, atom 52 (H): 0.238, atom 53 (H): 0.236, atom 54 (H): 0.239, atom 55 (H): 0.238, atom 56 (H): 0.500, atom 57 (H): 0.234, atom 58 (H): 0.225, atom 59 (H): 0.214, atom 60 (H): 0.233, atom 61 (H): 0.239, atom 62 (H): 0.242, atom 63 (H): 0.249, atom 64 (H): 0.232, atom 65 (H): 0.262, atom 66 (H): 0.225, atom 67 (H): 0.240, atom 68 (H): 0.238, atom 69 (H): 0.223, atom 70 (H): 0.234

Entry 3:
A structure of composition C30H21N4O8RbS. Source: the Open Molecules 2025 dataset; level of theory: wB97M-V/def2-TZVPD.

```
65
Properties=species:S:1:pos:R:3:forces:R:3
Rb 0.02436 0.04773 -0.21967 0.799 -0.069 -0.336
S -2.09754 2.17987 -0.42464 -0.221 0.212 -0.383
O -4.71403 -3.58671 3.23231 0.007 0.010 0.018
O 8.30472 -0.29991 -1.23697 -0.072 0.043 -0.079
O -1.31082 0.05203 4.16786 -0.053 0.030 0.048
O 8.11449 1.94751 -1.07663 -0.058 -0.070 -0.095
O -1.65232 2.29915 -1.85415 -0.194 0.035 0.233
O -1.58110 -1.92941 -1.61497 0.034 -0.166 0.072
O -1.20950 0.99781 2.11838 -0.032 -0.129 0.312
O -3.17328 -3.52859 -1.56015 0.042 -0.032 -0.026
N 1.92660 2.53927 0.23347 0.020 -0.005 0.064
N -1.97352 -1.41591 1.03309 -0.304 -0.113 0.226
N 3.38746 0.39097 -0.64307 0.058 -0.019 0.060
N 2.11993 -1.97391 -0.62256 -0.072 -0.139 -0.028
C 4.12743 -3.22572 -0.83520 0.039 -0.035 0.000
C -2.19426 -1.14325 2.32443 -0.030 -0.082 -0.060
C 1.12997 3.56830 0.50528 -0.011 -0.094 -0.005
C -3.60802 -3.14374 1.13955 0.037 -0.060 -0.023
C 3.40502 -4.40632 -0.79178 0.025 -0.032 0.000
C -1.48688 0.08258 2.94136 0.006 0.094 -0.090
C -3.80098 -2.88134 2.48301 -0.057 -0.010 0.065
C 3.43690 4.04167 -0.83216 0.029 0.026 -0.026
C 3.44649 -2.01415 -0.74634 0.015 0.233 -0.003
C -5.29281 -0.03998 0.72573 0.005 -0.044 -0.025
C 7.68447 0.77590 -1.11307 0.216 0.015 0.224
C 2.02641 -4.35930 -0.66910 0.002 0.042 -0.010
C 5.34911 1.75107 -0.77671 0.027 0.036 -0.008
C 3.07527 2.76420 -0.40670 0.044 -0.138 -0.011
C -4.22683 0.84151 0.75444 0.048 -0.005 -0.027
C 1.42815 -3.10979 -0.59230 0.025 0.032 -0.051
C -3.81345 0.40929 -1.59250 -0.006 -0.121 0.059
C -3.04140 3.66177 -0.05963 -0.044 0.170 -0.055
C 5.53907 -0.60451 -0.93202 0.079 0.012 -0.022
C -3.51017 1.06672 -0.41623 0.002 0.157 -0.009
C 2.59287 5.10390 -0.56285 0.012 0.018 -0.012
C -2.66575 -2.39374 0.44910 0.090 0.062 0.087
C -3.08279 -1.87266 3.10109 0.025 0.008 -0.029
C -2.44108 -2.65192 -1.06100 -0.091 0.160 -0.034
C 3.97705 1.58445 -0.62926 -0.194 0.100 0.004
C 1.41578 4.87227 0.13106 -0.001 -0.001 -0.001
C 4.15903 -0.68737 -0.77942 -0.158 -0.177 0.009
C -4.87385 -0.49207 -1.60330 0.049 0.014 -0.038
C -5.61545 -0.70674 -0.45414 0.026 0.024 0.039
C 6.15551 0.63628 -0.94063 -0.121 0.017 -0.056
H 0.22535 3.32084 1.05505 0.009 0.004 0.007
H -3.19897 -1.63551 4.14881 -0.006 -0.001 0.002
H 3.92085 -5.35712 -0.85852 -0.002 0.002 0.001
H -5.07706 -1.06487 -2.49856 -0.009 0.007 0.010
H 4.36056 4.19062 -1.37407 -0.014 0.013 0.003
H -3.81255 3.76661 -0.82251 -0.006 0.064 0.033
H -3.47270 3.57729 0.93667 0.004 -0.023 -0.015
H -2.33998 4.49542 -0.09477 -0.024 -0.001 -0.004
H 0.73006 5.67364 0.37361 0.012 0.007 -0.005
H 1.42149 -5.25546 -0.64392 0.008 -0.002 0.002
H 6.17799 -1.46826 -1.04858 -0.007 0.004 0.003
H -6.41772 -1.43448 -0.46107 -0.002 0.006 0.007
H -4.15971 -3.90089 0.59383 0.002 -0.006 0.013
H -3.18832 0.56352 -2.46138 -0.020 0.011 -0.008
H 2.85398 6.10236 -0.89315 -0.004 -0.001 0.005
H 5.20272 -3.24675 -0.93484 -0.009 -0.018 0.002
H -3.91195 1.30278 1.68286 -0.006 0.011 -0.009
H 5.82898 2.71975 -0.75128 0.009 -0.009 0.018
H -5.11200 -4.24514 2.65512 -0.015 -0.030 -0.034
H 0.34726 -3.00221 -0.53383 0.045 -0.047 -0.008
H -5.83857 -0.24934 1.63750 -0.008 0.004 -0.003
```
Positions in Å, forces in eV/Å.

Output
Highest occupied orbital energy ... -3.72 eV
DFT total energy ... -2399.24738 Ha
ΔE to the lowest compared entry with this formula, charge and spin ... 7.32 kJ/mol
Total charge ... -2

For each atom in turn, the natural (NBO) charge in e is: atom 1 (Rb): 0.920, atom 2 (S): 1.300, atom 3 (O): -0.685, atom 4 (O): -0.761, atom 5 (O): -0.735, atom 6 (O): -0.761, atom 7 (O): -0.999, atom 8 (O): -0.782, atom 9 (O): -0.816, atom 10 (O): -0.759, atom 11 (N): -0.413, atom 12 (N): -0.488, atom 13 (N): -0.403, atom 14 (N): -0.435, atom 15 (C): -0.247, atom 16 (C): 0.130, atom 17 (C): 0.042, atom 18 (C): -0.341, atom 19 (C): -0.176, atom 20 (C): 0.731, atom 21 (C): 0.313, atom 22 (C): -0.244, atom 23 (C): 0.190, atom 24 (C): -0.236, atom 25 (C): 0.735, atom 26 (C): -0.272, atom 27 (C): -0.223, atom 28 (C): 0.196, atom 29 (C): -0.160, atom 30 (C): 0.057, atom 31 (C): -0.204, atom 32 (C): -0.820, atom 33 (C): -0.174, atom 34 (C): -0.274, atom 35 (C): -0.177, atom 36 (C): 0.127, atom 37 (C): -0.315, atom 38 (C): 0.732, atom 39 (C): 0.148, atom 40 (C): -0.276, atom 41 (C): 0.128, atom 42 (C): -0.191, atom 43 (C): -0.212, atom 44 (C): -0.084, atom 45 (H): 0.213, atom 46 (H): 0.241, atom 47 (H): 0.201, atom 48 (H): 0.220, atom 49 (H): 0.221, atom 50 (H): 0.226, atom 51 (H): 0.234, atom 52 (H): 0.225, atom 53 (H): 0.206, atom 54 (H): 0.214, atom 55 (H): 0.227, atom 56 (H): 0.204, atom 57 (H): 0.234, atom 58 (H): 0.255, atom 59 (H): 0.202, atom 60 (H): 0.218, atom 61 (H): 0.227, atom 62 (H): 0.237, atom 63 (H): 0.470, atom 64 (H): 0.229, atom 65 (H): 0.210

Entry 4:
A structure of composition C12H18INO3ReS. Source: the Open Molecules 2025 dataset; level of theory: wB97M-V/def2-TZVPD.

```
37
Properties=species:S:1:pos:R:3:forces:R:3
Re -0.46448 -0.30194 -0.47552 0.635 0.274 0.678
I 3.35116 1.66701 3.33543 -0.028 -0.049 -0.021
S -1.43316 -3.54041 -1.06684 0.015 0.045 0.011
O 0.84139 -0.17000 -1.98990 -0.239 -0.122 -0.247
O -0.73454 1.68269 -1.07556 -0.096 -0.090 -0.109
O -2.05863 0.22772 0.61896 -0.233 -0.125 -0.241
N 0.77738 -0.90724 1.01152 -0.024 -0.010 -0.021
C 1.89015 -2.35726 2.53783 0.009 -0.004 0.011
C 1.45968 0.14301 1.55532 -0.024 0.051 -0.033
C -0.94508 -2.14435 -0.73102 -0.043 -0.016 -0.047
C -3.02186 -0.63864 1.35320 -0.007 -0.048 -0.065
C 0.35721 2.22793 -1.87808 0.025 -0.012 -0.033
C 1.00139 -2.15305 1.51210 -0.020 -0.036 -0.024
C -2.64819 1.56060 0.28067 0.056 0.042 0.002
C -1.54027 2.48898 -0.16233 -0.044 -0.007 0.026
C 0.75896 1.09146 -2.79054 0.008 0.050 0.046
C 2.36657 0.00780 2.58321 0.035 0.017 0.035
C 2.58224 -1.28017 3.08313 0.001 0.011 -0.001
C 1.52820 -1.26114 -2.73569 -0.068 -0.043 -0.008
H 2.04377 -3.36044 2.91263 0.000 0.000 0.000
H 1.73697 1.26583 -3.23488 0.011 0.020 0.018
H 1.25393 1.12163 1.13281 0.000 -0.003 0.001
H 1.15560 2.54823 -1.20733 -0.001 0.003 -0.004
H 0.86544 -1.60243 -3.52726 0.008 0.012 -0.011
H -3.43987 -0.04516 2.16139 0.016 0.001 0.014
H 0.01765 0.90773 -3.56805 0.023 -0.005 -0.021
H 0.45274 -2.96874 1.07016 0.000 0.002 -0.001
H 0.00105 3.07011 -2.47216 -0.003 0.010 0.013
H 3.28477 -1.44022 3.89242 0.000 0.000 0.000
H 1.73118 -2.04024 -2.00945 -0.014 -0.010 -0.010
H -3.78919 -0.96352 0.65463 -0.009 0.014 0.005
H 2.45101 -0.84918 -3.13424 0.013 0.002 0.018
H -3.37243 1.37779 -0.51298 -0.024 0.004 0.021
H -0.90393 2.82630 0.65690 -0.004 0.005 -0.001
H -3.14957 1.93610 1.17055 0.021 0.020 0.011
H -2.44392 -1.47067 1.73964 -0.010 -0.010 -0.013
H -1.96332 3.34389 -0.69067 0.015 0.007 -0.005
```
Positions in Å, forces in eV/Å.

Output
Highest occupied orbital energy (spin up / spin down) ... -17.86 / -17.86 eV
DFT total energy ... -1521.52089 Ha
Total charge ... +3

For each atom in turn, the natural (NBO) charge in e is: atom 1 (Re): 1.357, atom 2 (I): 0.371, atom 3 (S): 0.520, atom 4 (O): -0.508, atom 5 (O): -0.597, atom 6 (O): -0.508, atom 7 (N): -0.455, atom 8 (C): -0.205, atom 9 (C): 0.009, atom 10 (C): -0.344, atom 11 (C): -0.242, atom 12 (C): -0.098, atom 13 (C): 0.078, atom 14 (C): -0.101, atom 15 (C): -0.097, atom 16 (C): -0.101, atom 17 (C): -0.207, atom 18 (C): -0.062, atom 19 (C): -0.242, atom 20 (H): 0.286, atom 21 (H): 0.266, atom 22 (H): 0.213, atom 23 (H): 0.227, atom 24 (H): 0.236, atom 25 (H): 0.241, atom 26 (H): 0.240, atom 27 (H): 0.241, atom 28 (H): 0.268, atom 29 (H): 0.282, atom 30 (H): 0.227, atom 31 (H): 0.236, atom 32 (H): 0.241, atom 33 (H): 0.240, atom 34 (H): 0.227, atom 35 (H): 0.266, atom 36 (H): 0.226, atom 37 (H): 0.268